A structure of composition C29H24CrNO3. Source: the Open Molecules 2025 dataset; level of theory: ωB97M-V with the def2-TZVPD basis set.

The geometry in XYZ format:
```
58
Properties=species:S:1:pos:R:3
C -1.61311 0.00211 0.26223
C -1.09274 -0.00602 1.70834
C -1.59234 1.24644 2.44579
C -1.59257 -1.26653 2.43174
N 0.31400 -0.00598 1.69514
C 1.47455 -0.00548 1.68441
H -1.25584 -0.87537 -0.27465
H -2.70221 0.00236 0.23259
H -1.25569 0.88550 -0.26477
H -1.21982 1.25857 3.46900
H -1.23565 2.14738 1.94888
H -2.68081 1.28042 2.47713
H -1.22005 -1.29018 3.45475
H -2.68105 -1.30062 2.46273
H -1.23614 -2.16196 1.92478
O 10.16361 -1.68507 6.87902
C 9.10232 -1.27357 6.82144
Cr 7.35128 -0.63419 6.72905
C 7.72368 0.38530 5.19148
O 7.93178 1.00336 4.25641
C 7.72490 0.84917 7.81571
O 7.93068 1.75157 8.48054
C 6.49498 -1.90463 8.26228
C 6.87943 -2.70453 7.15628
C 6.43423 -2.38654 5.85220
C 5.58510 -1.25386 5.62796
C 5.21381 -0.88151 4.31507
C 5.12696 -0.45937 3.15557
C 5.30785 0.05514 1.89970
C 5.40919 1.49792 1.78272
C 5.08911 2.31597 2.88029
C 5.18610 3.68298 2.80528
C 5.61879 4.28701 1.64028
C 5.95791 3.51211 0.54963
C 5.84622 2.14986 0.62173
C 5.47100 -0.89224 0.81460
C 5.19814 -2.25509 1.02615
C 5.36434 -3.17948 0.02594
C 5.81778 -2.78632 -1.21864
C 6.10462 -1.45677 -1.45583
C 5.92609 -0.53418 -0.46150
C 5.21423 -0.45030 6.75762
C 5.64343 -0.79024 8.06227
H 6.84912 -2.15390 9.26509
H 7.56252 -3.54527 7.30505
H 6.73714 -3.00266 5.00091
H 4.76758 1.85337 3.79647
H 4.93174 4.28662 3.66048
H 5.71168 5.35860 1.59144
H 6.31914 3.97424 -0.35372
H 6.13398 1.44544 -0.28502
H 4.84568 -2.57039 1.99231
H 5.14324 -4.21720 0.21250
H 5.96311 -3.51727 -1.99534
H 6.47375 -1.14464 -2.41808
H 6.15977 0.61548 -0.61938
H 4.61869 0.44852 6.59076
H 5.33555 -0.17987 8.91566
```

The energy relative to the best compared isomer or geometry (same formula, charge and spin) comes out at 22.8 kcal per mole. The largest force on an atom comes out at 6.77 eV/Å. The value obtained for the highest occupied orbital energy (alpha / beta) is -12.5 / -14.0 eV. The spin multiplicity is 4. As for the expectation value of S²: 3.8162. Its total energy is -66494.094 eV. Its total charge is +2.

---

A structure of composition C29H24FN3OPRuSe2. Source: the Open Molecules 2025 dataset; level of theory: ωB97M-V with the def2-TZVPD basis set.

The geometry in XYZ format:
```
62
Properties=species:S:1:pos:R:3
Ru -0.21187 0.17536 0.33816
O -1.88246 -1.29334 -1.46876
N -1.22343 -1.53089 -0.27640
C -1.39222 -2.71468 0.16171
C -0.87024 -3.29531 1.39553
C -1.24697 -4.62326 1.61343
C -0.82704 -5.31527 2.73798
C -0.00795 -4.68906 3.66269
C 0.39281 -3.37692 3.45187
C -0.03540 -2.66521 2.33638
P 0.68198 -1.02300 2.11087
C 0.51014 -0.06336 3.62315
C 1.30537 1.07981 3.75001
C 1.17187 1.89699 4.86009
C 0.24152 1.58717 5.84270
C -0.54741 0.45072 5.72383
C -0.41646 -0.37418 4.61845
C 2.42728 -1.37200 1.83366
C 2.76902 -1.92116 0.59569
C 4.07590 -2.30348 0.34480
C 5.04429 -2.14173 1.32850
C 4.70371 -1.61333 2.56594
C 3.39556 -1.23354 2.82628
H -1.22229 -0.81026 -2.00402
H -2.00414 -3.36095 -0.46200
H -1.87443 -5.12002 0.88465
H -1.13406 -6.34127 2.88448
H 0.32906 -5.21946 4.54275
H 1.05911 -2.90891 4.16716
H 2.04008 1.32117 2.99112
H 1.80086 2.77076 4.96485
H 0.14147 2.22453 6.71082
H -1.25644 0.19882 6.50055
H -1.01167 -1.27681 4.55894
H 2.01433 -2.06504 -0.17309
H 4.33826 -2.73146 -0.61326
H 6.06535 -2.44007 1.13289
H 5.45661 -1.50446 3.33459
H 3.13780 -0.83616 3.79946
Se -1.62802 2.56968 -0.40856
Se -0.49526 3.70837 1.30756
C 1.23972 2.99056 0.92214
C 2.31723 3.85876 0.97759
C 3.55774 3.41231 0.55322
C 3.65493 2.13132 0.02974
C 2.53059 1.33285 0.01351
N 1.33981 1.72832 0.50284
C -2.65345 1.56673 0.86511
C -3.92282 1.89783 1.28029
C -4.54075 1.07797 2.21457
C -3.86684 -0.04410 2.66657
C -2.59968 -0.31126 2.19196
N -1.98048 0.49242 1.31350
H 2.17327 4.87898 1.30522
H 4.41359 4.07295 0.58143
H 4.58103 1.74654 -0.37114
H 2.57395 0.33831 -0.39692
H -4.41077 2.77264 0.87487
H -5.53573 1.30703 2.57140
H -4.31904 -0.72388 3.37442
H -2.07565 -1.19955 2.50350
F 0.52163 -0.05810 -1.43699
```

The energy relative to the best compared isomer or geometry (same formula, charge and spin) comes out at 18.3 kcal per mole. The largest force on an atom comes out at 0.88 eV/Å. The value obtained for the highest occupied orbital energy (alpha / beta) is -14.3 / -14.3 eV. The spin multiplicity is 2. As for the expectation value of S²: 0.7564. Its total energy is -182247.521 eV. Its total charge is +2.

---

A cluster of 2 separate species, C29H24NO8 in total. Source: the Open Molecules 2025 dataset; level of theory: ωB97M-V with the def2-TZVPD basis set.

The geometry in XYZ format:
```
62
Properties=species:S:1:pos:R:3
C 5.07953 -4.63435 -0.16417
C 3.68610 -4.77514 -0.17915
C 2.90401 -3.63535 -0.03138
C 3.48656 -2.37051 0.13678
C 4.87051 -2.21653 0.11967
C 5.66914 -3.35602 -0.03698
C 2.43202 -1.33189 0.23310
O 2.56674 -0.11796 0.37633
C 1.13916 -2.05877 0.11742
C -0.06591 -1.41869 0.09378
C -1.34399 -2.08513 0.21320
C -1.53952 -3.22781 1.04290
C -2.67067 -4.02079 0.86964
C -3.66168 -3.64659 -0.05434
C -3.56106 -2.42075 -0.72716
C -2.43248 -1.62139 -0.55993
C 1.42876 -3.50948 -0.16165
O 0.67181 -4.40243 -0.51669
H 5.71985 -5.51522 -0.26251
H 3.20772 -5.74463 -0.29878
H 5.29872 -1.22178 0.22123
H 6.75776 -3.26158 -0.06424
H -0.05908 -0.35194 -0.14423
H -0.79305 -3.46886 1.80616
H -2.77425 -4.95037 1.43083
H -4.52553 -4.29241 -0.22863
H -4.34276 -2.08879 -1.40901
H -2.33103 -0.64974 -1.05759
C 3.45572 2.74106 -1.06927
C 2.19476 2.51688 -1.84857
O 1.23077 2.25973 -0.79308
C -0.00231 1.94412 -1.21383
C -1.02197 1.97153 -0.14776
C -0.64275 1.67623 1.24774
O -1.31816 1.00319 2.02716
O 0.55035 2.16762 1.60790
C 0.92184 1.92261 2.99016
C 2.42027 1.97760 3.02512
C -2.35855 2.31934 -0.46545
C -3.43687 2.15519 0.47323
C -4.72203 2.55402 0.16688
C -5.00299 3.07405 -1.11344
N -6.33866 3.42073 -1.46495
O -6.59233 3.66520 -2.66792
O -7.20768 3.47857 -0.56537
C -3.97656 3.26439 -2.05974
C -2.69678 2.85002 -1.76139
O -0.23052 1.63271 -2.38417
H 4.32485 2.91507 -1.70478
H 3.31643 3.61765 -0.42890
H 3.64794 1.87789 -0.42366
H 1.87701 3.41006 -2.40828
H 2.25650 1.65207 -2.51917
H 0.45036 2.71513 3.58654
H 0.54957 0.94020 3.30101
H 2.79689 1.68969 4.01152
H 2.83892 1.28537 2.28471
H 2.77799 2.98762 2.79342
H -3.22369 1.64927 1.41241
H -5.52400 2.46811 0.89446
H -4.20206 3.72908 -3.01513
H -1.92964 2.86290 -2.53201
```

The energy relative to the best compared isomer or geometry (same formula, charge and spin) comes out at 3.7 kcal per mole. The largest force on an atom comes out at 1.76 eV/Å. The value obtained for the highest occupied orbital energy is -3.8 eV. Its total energy is -48331.563 eV. Its total charge is -1.

---

Which formula does entry 3 have?
C29H24NO8